No. 1
Density functional theory data (ωB97M-V/def2-TZVPD) for the molecule C5H10O2.

The geometry in ORCA input format:
```
! wB97M-V def2-TZVPD RIJCOSX def2/J DEFGRID3
* xyz 0 1
C 1.877 0.055 0.729
C 0.962 -0.733 -0.196
O 1.167 -2.107 0.125
C -0.521 -0.390 -0.019
C -1.026 1.010 0.371
C -1.892 0.881 -0.889
O -1.244 -0.343 -1.265
H 2.869 -0.405 0.744
H 1.991 1.095 0.404
H 1.482 0.045 1.750
H 1.227 -0.543 -1.248
H 0.614 -2.646 -0.456
H -0.916 -1.182 0.635
H -1.569 1.058 1.318
H -0.282 1.811 0.338
H -1.777 1.659 -1.653
H -2.962 0.734 -0.691
*
```

Results
SMILES string	C[C@@H](O)[C@H]1CCO1
calculated total energy	-346.94479	a.u.
ΔE to the lowest compared entry with this formula, charge and spin	50.61	kcal/mol
E_HOMO	-9.66	eV
max |F|	0.37	eV/A


No. 2
Density functional theory data (ωB97M-V/def2-TZVPD) for an isolated ion of composition C5H10O2 and charge +1.

The geometry in ORCA input format:
```
! wB97M-V def2-TZVPD RIJCOSX def2/J DEFGRID3
* xyz 1 2
O 0.437 0.070 1.920
C 1.018 -0.214 0.885
O 2.184 -0.797 0.863
C 0.489 0.134 -0.533
C -0.971 0.502 -0.642
C -1.932 -0.586 -0.153
C -1.240 0.940 -2.098
H 2.573 -0.859 1.763
H 1.159 0.968 -0.766
H 0.692 -0.800 -1.072
H -1.124 1.410 -0.045
H -2.588 -0.925 -0.959
H -1.441 -1.490 0.215
H -2.571 -0.208 0.632
H -2.197 1.442 -2.219
H -0.432 1.563 -2.479
H -1.183 0.081 -2.779
*
```

Results
calculated total energy	-346.63353	a.u.
ΔE to the lowest compared entry with this formula, charge and spin	16.66	kcal/mol
E_HOMO (spin up / spin down)	-15.89 / -15.87	eV
max |F|	1.14	eV/A
<S²>	0.756